# 1
ORCA calculation (ωB97M-V/def2-TZVPD) on a cluster of 2 separate species, C16H25BrO3PS in total.

Geometry as XYZ:
```
47
Properties=species:S:1:pos:R:3:lowdin_charge:R:1
C 3.193 0.804 -0.551 -0.055
C 2.106 0.448 0.162 -0.310
C 1.287 -0.802 -0.019 -0.306
P -0.357 -0.596 -1.033 0.442
S -0.244 1.677 -1.083 0.449
C -0.658 -2.514 -1.050 -0.309
C -2.127 -2.814 -1.237 -0.258
C -2.870 -3.544 -0.405 -0.037
C -1.314 -0.508 0.639 -0.328
O -2.724 -0.163 0.520 -0.112
C -3.054 1.081 0.951 -0.346
C -2.960 1.517 2.254 -0.029
C -3.323 2.806 2.576 -0.113
C -3.802 3.665 1.628 -0.125
C -3.933 3.240 0.316 -0.093
C -3.559 1.958 0.009 -0.050
C 0.497 -0.577 -2.775 -0.343
C 1.678 -1.433 -3.075 -0.775
O 2.813 -1.346 -2.731 0.005
Br 1.308 -2.969 -4.368 0.517
H 3.963 0.104 -0.866 0.046
H 3.309 1.863 -0.789 0.051
H 1.811 1.102 0.983 0.083
H 0.946 -1.041 1.003 0.068
H 1.884 -1.673 -0.313 0.082
H -1.626 -0.464 -1.705 0.000
H -0.509 2.157 0.147 -0.195
H -0.296 -2.992 -0.131 0.075
H -0.152 -3.031 -1.883 0.037
H -2.590 -2.344 -2.107 0.091
H -3.941 -3.341 -0.382 0.044
H -2.458 -4.346 0.203 0.048
H -1.277 -1.451 1.204 0.085
H -0.862 0.233 1.317 0.067
H -2.565 0.859 3.023 0.120
H -3.235 3.202 3.584 0.099
H -4.081 4.691 1.856 0.094
H -4.296 3.862 -0.495 0.102
H -3.650 1.613 -1.017 0.118
H -0.280 -0.808 -3.510 0.060
H 0.790 0.457 -3.006 0.049
C 6.550 0.149 2.040 -0.175
O 5.349 0.769 2.470 -0.135
H 7.342 0.416 2.738 0.070
H 6.437 -0.939 2.027 0.074
H 6.823 0.499 1.039 0.073
H 4.660 0.522 1.840 0.046
```

Summary:
* orbital gap: 7.4 eV
* net charge: -1
* relative energy (zero: lowest compared OMol25 entry of this formula, charge and spin): 0.0 kJ/mol

=====

# 2
ORCA calculation (ωB97M-V/def2-TZVPD) on a structure of composition C16H25ClHfS.

Geometry as XYZ:
```
44
Properties=species:S:1:pos:R:3:lowdin_charge:R:1
C 0.043 0.256 -5.159 -0.172
C 1.419 0.759 -5.041 0.010
C -0.205 -1.176 -5.368 0.010
C -1.082 1.199 -5.090 0.010
Cl 0.155 1.101 -0.231 0.190
H -0.239 -1.447 -6.441 0.153
H -1.168 -1.484 -4.931 0.115
H 0.584 -1.791 -4.908 0.114
H 1.846 1.056 -6.018 0.152
H 2.095 0.001 -4.616 0.114
H 1.465 1.649 -4.393 0.115
H -1.349 1.612 -6.081 0.152
H -0.842 2.059 -4.444 0.115
H -1.989 0.721 -4.689 0.114
C 1.329 -1.801 2.821 -0.151
C 0.570 -2.635 1.934 -0.172
C 0.885 -2.270 0.580 -0.180
H -0.014 -3.504 2.233 0.123
C 1.891 -1.243 0.630 -0.225
C 2.151 -0.941 2.015 -0.189
H 2.947 -0.302 2.396 0.124
H 1.398 -1.905 3.906 0.130
H 0.558 -2.797 -0.318 0.126
H 2.451 -0.860 -0.222 0.112
C -2.478 0.431 2.232 -0.203
C -2.196 -0.769 2.971 -0.152
C -2.084 -1.843 2.030 -0.177
H -2.236 -0.862 4.059 0.130
C -2.247 -1.310 0.706 -0.183
C -2.526 0.095 0.835 -0.219
H -2.855 0.755 0.034 0.114
H -2.779 1.381 2.674 0.121
H -2.063 -2.899 2.289 0.122
H -2.337 -1.893 -0.209 0.125
Hf -0.192 -0.297 1.512 1.013
C 0.642 1.611 4.773 -0.306
S 0.299 1.697 3.015 0.740
C 1.362 3.017 2.380 -0.317
H 0.256 0.660 5.153 0.050
H 0.125 2.451 5.254 0.063
H 1.724 1.686 4.930 0.061
H 0.866 3.970 2.611 0.063
H 2.330 2.948 2.889 0.058
H 1.488 2.915 1.296 0.010
```

Summary:
* orbital gap: 5.6 eV
* net charge: +2
* relative energy (zero: lowest compared OMol25 entry of this formula, charge and spin): 0.0 kJ/mol

=====

# 3
ORCA calculation (ωB97M-V/def2-TZVPD) on a cluster of 2 separate species, C16H25F3O6P in total.

Geometry as XYZ:
```
51
Properties=species:S:1:pos:R:3:lowdin_charge:R:1
C 4.514 -2.032 3.272 0.079
C 3.474 -1.638 2.549 -0.107
C 2.264 -0.960 1.675 -0.549
C 0.894 -1.150 2.535 -0.142
C -0.418 -1.437 1.587 -0.117
C -0.751 -0.033 0.799 -0.195
O -1.213 0.889 1.826 -0.060
C -1.143 2.254 1.428 -0.367
C -0.578 2.832 0.041 -0.019
O -1.543 3.127 2.296 -0.035
O 2.159 -1.547 0.338 -0.119
C 2.947 -2.744 0.213 -0.232
O 2.391 -3.887 0.142 0.032
P 2.747 0.900 1.461 0.978
C 3.000 1.714 3.154 -0.302
C 4.377 0.831 0.453 -0.406
C 4.372 1.970 -0.703 -0.190
H 5.511 -2.256 3.820 0.053
H 0.977 -2.047 3.272 0.122
H 0.765 -0.154 3.132 0.113
H -1.284 -1.628 2.343 0.125
H -0.254 -2.309 0.855 0.121
H -1.559 -0.296 -0.003 0.114
H 0.230 0.257 0.277 0.092
H -1.004 3.897 -0.096 0.094
H -0.718 2.146 -0.869 0.091
H 0.571 2.979 0.196 0.069
H 4.110 -2.725 0.114 0.162
H 3.688 2.627 3.008 0.047
H 2.022 2.104 3.636 0.054
H 3.497 0.920 3.844 0.040
H 4.381 -0.199 -0.066 0.067
H 5.233 0.963 1.220 0.080
H 4.919 1.561 -1.649 0.076
H 3.303 2.323 -1.001 0.067
H 4.974 2.871 -0.296 0.067
C -6.159 -0.305 -3.135 -0.095
C -5.476 -0.891 -1.914 -0.285
O -4.368 -1.724 -2.222 -0.120
C -3.097 -1.107 -2.574 -0.501
O -2.733 -0.218 -1.668 -0.190
C -3.051 -0.555 -4.048 -0.532
F -3.750 -1.362 -4.896 0.087
F -1.780 -0.540 -4.533 0.096
F -3.540 0.693 -4.216 0.098
H -6.236 -1.042 -3.938 0.073
H -7.163 0.049 -2.877 0.064
H -5.612 0.555 -3.518 0.057
H -6.200 -1.549 -1.419 0.103
H -5.225 -0.118 -1.181 0.107
H -2.462 -2.006 -2.665 0.134
```

Summary:
* orbital gap: 6.4 eV
* net charge: -1

=====

# 4
ORCA calculation (ωB97M-V/def2-TZVPD) on a cluster of 4 separate species, C16H25F8NO7S2 in total.

Geometry as XYZ:
```
59
Properties=species:S:1:pos:R:3:lowdin_charge:R:1
O 6.268 -2.835 -4.063 -0.258
S 6.711 -1.538 -3.714 0.568
O 6.916 -0.544 -4.715 -0.277
O 5.680 -0.968 -2.637 -0.251
C 5.133 0.333 -2.862 -0.288
C 4.337 0.769 -1.661 -0.069
C 8.178 -1.651 -2.723 -0.108
H 4.495 0.384 -3.746 0.124
H 5.914 1.076 -3.045 0.119
H 3.518 0.068 -1.498 0.059
H 3.948 1.754 -1.908 0.088
H 4.941 0.777 -0.755 0.082
H 9.007 -1.195 -3.254 0.069
H 8.399 -2.681 -2.463 0.070
H 7.962 -1.098 -1.811 0.067
O -2.196 -0.540 2.854 -0.279
S -1.530 0.726 2.890 0.552
O -1.626 1.565 4.036 -0.260
O 0.007 0.487 2.678 -0.234
C 0.428 -0.615 1.858 -0.263
C 1.929 -0.631 1.771 -0.048
C -2.034 1.612 1.456 -0.099
H -0.004 -0.527 0.857 0.091
H 0.023 -1.547 2.260 0.122
H 2.256 -0.023 0.928 0.063
H 2.275 -1.648 1.596 0.086
H 2.410 -0.227 2.660 0.087
H -1.832 0.949 0.604 0.058
H -1.402 2.481 1.311 0.084
H -3.118 1.695 1.469 0.062
N -5.560 2.680 2.230 0.051
C -5.020 3.750 1.656 -0.175
C -4.058 4.550 2.253 -0.078
C -3.710 4.219 3.549 -0.087
C -4.284 3.134 4.197 -0.073
C -5.230 2.421 3.480 -0.164
H -5.338 3.890 0.625 0.104
H -3.605 5.374 1.722 0.101
H -2.892 4.744 4.037 0.111
H -3.998 2.849 5.197 0.106
H -5.713 1.575 3.959 0.109
C -2.224 -2.062 -0.356 -0.047
C -3.681 -2.161 -0.774 -0.446
C -4.397 -3.271 -0.012 -0.314
F -4.046 -3.251 1.284 0.112
F -5.740 -3.131 -0.116 0.098
F -4.316 -0.975 -0.606 0.133
F -3.758 -2.464 -2.096 0.116
O -1.518 -1.177 -1.211 0.043
C -0.621 -1.714 -2.055 -0.579
C 0.259 -0.576 -2.567 -0.269
F 0.892 0.008 -1.522 0.086
F 1.208 -1.061 -3.399 0.102
F 0.125 -2.659 -1.472 0.164
F -1.256 -2.287 -3.106 0.150
H -1.829 -3.080 -0.337 0.156
H -2.203 -1.675 0.665 0.120
H -4.180 -4.237 -0.484 0.176
H -0.296 0.184 -3.115 0.177
```

Summary:
* orbital gap: 10.1 eV
* structure (SMILES): FC(F)C(F)(F)COC(F)(F)C(F)F.CCOS(C)(=O)=O.CCOS(C)(=O)=O.c1ccncc1

=====

# 5
ORCA calculation (ωB97M-V/def2-TZVPD) on a cluster of 2 separate species, C16H25N2O9 in total.

Geometry as XYZ:
```
52
Properties=species:S:1:pos:R:3:lowdin_charge:R:1
C -1.983 2.898 -1.837 -0.111
C -1.867 1.665 -2.860 -0.257
O -1.327 0.442 -2.299 -0.194
C -1.969 0.068 -1.058 -0.184
C -2.195 -1.552 -1.002 -0.160
O -1.085 -2.292 -1.591 -0.183
C -0.075 -2.612 -0.599 -0.155
C 1.180 -1.578 -0.799 -0.147
O 1.856 -1.515 0.484 -0.209
C 2.315 -0.177 0.804 -0.177
C 1.792 0.183 2.274 -0.078
C 1.072 -0.872 3.190 -0.027
N 0.599 -0.513 4.547 -0.071
C 0.823 0.838 5.103 -0.109
C 1.512 1.974 4.321 -0.024
C 1.995 1.640 2.839 -0.094
C 2.659 2.850 2.046 -0.375
O 2.161 4.015 2.296 -0.044
O 3.712 2.710 1.071 -0.081
C 4.960 3.266 1.529 -0.163
O 5.352 4.503 0.838 -0.092
N 4.277 5.286 0.575 -0.056
O 4.341 5.781 -0.509 0.046
H -2.697 2.712 -0.946 0.072
H -2.476 3.768 -2.434 0.079
H -0.956 3.311 -1.503 0.089
H -2.849 1.443 -3.412 0.122
H -1.115 1.998 -3.682 0.127
H -1.303 0.334 -0.154 0.130
H -2.999 0.535 -0.880 0.123
H -3.122 -1.827 -1.642 0.103
H -2.437 -1.911 0.065 0.134
H -0.458 -2.621 0.481 0.121
H 0.347 -3.671 -0.806 0.130
H 0.710 -0.589 -1.133 0.113
H 1.865 -2.014 -1.617 0.133
H 2.037 0.628 0.039 0.132
H 3.470 -0.209 0.852 0.133
H 0.888 -1.934 2.772 0.101
H 0.108 -1.232 5.097 0.111
H 0.476 1.085 6.176 0.089
H 1.679 3.018 4.750 0.092
H 4.910 3.400 2.672 0.150
H 5.830 2.525 1.327 0.151
O -4.123 -3.585 -1.653 -0.113
C -3.659 -3.797 -2.869 -0.357
C -4.344 -5.144 -3.478 -0.366
O -3.870 -5.362 -4.686 -0.105
H -2.571 -3.947 -2.971 0.114
H -3.842 -3.009 -3.620 0.117
H -5.433 -4.984 -3.387 0.108
H -4.172 -5.929 -2.721 0.108
```

Summary:
* orbital gap: 1.4 eV
* net charge: -1

=====

# 6
ORCA calculation (ωB97M-V/def2-TZVPD) on a structure of composition C16H25N9O2PS3Tl.

Geometry as XYZ:
```
57
Properties=species:S:1:pos:R:3:mulliken_spin:R:1
Tl 0.373 0.775 -1.157 0.001
N -2.928 -0.593 -1.792 0.001
C -2.068 -1.644 -1.905 -0.023
N -2.554 -2.761 -2.463 0.089
C -1.635 -3.729 -2.594 0.002
N -2.031 -4.836 -3.314 0.003
N -0.408 -3.725 -2.122 0.054
C -0.007 -2.559 -1.542 0.137
N -0.823 -1.461 -1.489 0.075
C 1.293 -2.483 -0.981 0.212
C 2.136 -3.630 -0.932 0.062
C 3.363 -3.554 -0.342 0.017
C 3.793 -2.316 0.199 0.211
C 2.943 -1.234 0.088 -0.089
N 1.732 -1.279 -0.466 0.176
H -3.902 -0.827 -1.853 0.002
H -2.670 0.111 -1.114 0.001
H -3.028 -4.954 -3.378 0.002
H -1.497 -5.667 -3.123 0.001
H 1.762 -4.542 -1.375 0.032
H 4.008 -4.423 -0.283 0.007
H 4.759 -2.211 0.675 0.021
H 3.234 -0.262 0.480 0.003
C -1.246 6.238 2.285 0.000
C -1.373 5.200 1.184 0.000
O -0.265 4.302 1.247 0.002
P -0.480 2.739 1.578 -0.003
S 1.300 1.884 1.585 0.004
S -1.989 2.007 0.498 0.000
O -1.008 2.896 3.114 0.000
C -1.321 1.692 3.817 0.000
C -2.455 1.974 4.782 0.000
H -2.114 6.900 2.283 0.000
H -0.345 6.834 2.141 0.000
H -1.180 5.732 3.248 0.000
H -1.350 5.670 0.199 0.000
H -2.311 4.649 1.275 0.000
H -0.427 1.352 4.347 0.000
H -1.614 0.917 3.104 0.000
H -2.190 2.804 5.438 0.000
H -2.652 1.087 5.388 0.000
H -3.356 2.243 4.229 0.000
C -5.273 -1.917 2.444 0.000
C -4.271 -1.519 3.528 0.000
C -2.859 -1.619 3.044 0.000
N -2.455 -1.277 1.879 0.002
N -1.120 -1.403 1.670 0.001
C -0.479 -1.849 2.697 -0.008
N 0.860 -2.009 2.780 0.003
S -1.540 -2.164 4.085 0.000
H -6.294 -1.755 2.791 0.000
H -5.155 -2.968 2.179 0.000
H -5.099 -1.319 1.551 0.000
H -4.392 -2.141 4.417 0.000
H -4.455 -0.483 3.827 0.000
H 1.377 -1.839 1.928 0.001
H 1.236 -2.656 3.445 0.000
```

Summary:
* orbital gap (alpha / beta): 4.6 / 7.1 eV
* spin multiplicity: 2
* net charge: -1

=====

# 7
ORCA calculation (ωB97M-V/def2-TZVPD) on the molecule C16H25NO4S.

Geometry as XYZ:
```
47
Properties=species:S:1:pos:R:3:lowdin_charge:R:1
C 2.922 0.194 -4.243 -0.068
C 2.333 -0.558 -3.052 -0.261
O 1.318 -1.489 -3.405 -0.178
C 0.090 -0.942 -3.848 -0.211
C -0.824 -0.438 -2.725 -0.145
H -0.307 0.317 -2.131 0.093
H -1.705 0.016 -3.181 0.116
C -1.253 -1.566 -1.786 -0.156
N -0.129 -1.991 -0.982 0.085
C -0.064 -1.713 0.329 -0.511
O -1.025 -1.388 0.999 0.064
C 1.313 -1.909 0.969 -0.115
C 1.518 -0.793 1.972 -0.193
H 2.415 -0.906 2.573 0.105
H 0.629 -0.683 2.589 0.088
S 1.722 0.781 1.057 0.702
O 3.111 1.163 1.140 -0.327
O 1.192 0.637 -0.277 -0.324
C 0.734 2.044 1.952 -0.163
C -0.698 1.664 1.875 -0.297
C -1.351 1.090 2.959 -0.051
C -2.659 0.661 2.843 -0.040
C -3.344 0.781 1.642 -0.280
C -2.692 1.366 0.564 -0.040
C -1.388 1.806 0.678 -0.043
H -0.888 2.246 -0.172 0.114
H -3.209 1.470 -0.379 0.113
C -4.741 0.259 1.508 -0.046
H -5.307 0.422 2.422 0.078
H -4.708 -0.814 1.319 0.086
H -5.260 0.735 0.679 0.075
H -3.150 0.210 3.694 0.115
H -0.833 0.982 3.902 0.116
H 0.961 2.976 1.440 0.115
H 1.131 2.064 2.963 0.109
H 2.099 -1.889 0.214 0.116
H 1.326 -2.876 1.477 0.132
H 0.719 -2.131 -1.516 0.122
H -1.630 -2.419 -2.360 0.123
H -2.027 -1.222 -1.095 0.112
H 0.267 -0.134 -4.567 0.112
H -0.401 -1.767 -4.375 0.127
H 1.971 0.146 -2.296 0.090
H 3.112 -1.180 -2.600 0.124
H 3.799 0.743 -3.914 0.076
H 2.212 0.904 -4.659 0.064
H 3.214 -0.508 -5.022 0.079
```

Summary:
* orbital gap: 9.5 eV
* structure (SMILES): CCOCCCNC(=O)CCS(=O)(=O)Cc1ccc(C)cc1
* relative energy (zero: lowest compared OMol25 entry of this formula, charge and spin): 0.0 kJ/mol

=====

# 8
ORCA calculation (ωB97M-V/def2-TZVPD) on a structure of composition C16H26AgClO10.

Geometry as XYZ:
```
54
Properties=species:S:1:pos:R:3:mulliken_spin:R:1
Ag -0.465 1.481 0.821 0.176
Cl -0.031 3.926 -0.138 0.016
O -1.371 1.742 2.952 0.039
C -0.337 1.839 3.881 -0.006
C 1.071 2.040 3.313 -0.009
O 1.360 1.557 2.017 0.039
H -0.460 1.031 4.640 0.001
H -0.530 2.737 4.510 0.002
H 1.863 1.674 3.997 0.002
H 1.285 3.119 3.264 0.000
O -2.702 1.412 0.121 0.548
C -3.679 0.867 -0.582 -0.050
C -5.172 1.389 -0.313 0.137
O -5.644 1.320 0.941 0.108
H -3.504 -0.223 -0.688 -0.007
H -3.669 1.126 -1.669 0.030
H -5.885 0.929 -1.029 -0.004
H -5.194 2.418 -0.712 -0.009
O 0.236 0.562 -1.679 -0.011
C -0.127 0.386 -2.790 0.010
O -1.266 -0.353 -3.061 0.002
C -1.698 -0.148 -4.395 -0.004
C -0.530 0.503 -5.145 0.000
C 0.462 0.902 -4.083 0.000
H -2.610 0.446 -4.467 -0.001
H -1.871 -1.105 -4.894 0.000
H -0.747 1.399 -5.727 0.001
H -0.064 -0.248 -5.792 0.000
H 0.677 1.956 -3.889 -0.001
H 1.466 0.493 -4.241 0.000
O -0.356 -0.976 1.075 -0.003
C -0.006 -1.665 1.981 -0.005
O 1.185 -2.276 2.076 0.000
C 1.447 -2.677 3.427 0.001
C 0.287 -2.055 4.257 0.001
C -0.801 -1.921 3.222 0.000
H 2.394 -2.251 3.755 0.000
H 1.468 -3.768 3.407 0.000
H 0.551 -1.116 4.743 0.000
H -0.030 -2.669 5.108 0.000
H -1.470 -1.075 3.369 -0.001
H -1.260 -2.883 2.962 0.000
O 4.019 1.519 -0.705 0.000
C 3.466 0.506 -1.046 0.000
O 3.454 0.131 -2.332 0.000
C 3.113 -1.284 -2.431 0.000
C 2.468 -1.622 -1.104 0.000
C 2.876 -0.546 -0.113 -0.003
H 4.065 -1.783 -2.622 0.000
H 2.453 -1.495 -3.274 0.000
H 2.781 -2.622 -0.781 0.000
H 1.380 -1.689 -1.080 0.000
H 3.651 -0.856 0.583 -0.001
H 1.999 -0.102 0.359 0.001
```

Summary:
* orbital gap (alpha / beta): 3.1 / 2.4 eV
* spin multiplicity: 2
* net charge: -3

=====

For the records above, the corresponding energy values read -113303.055 -41648.304 -46717.701 -76229.400 -38388.950 -80998.347 -37513.253 -53999.913 eV.